Entry from OMol25: a structure of composition C9H21ClILaO2P2 at a distorted geometry (the ωB97M-V functional and the def2-TZVPD basis).

The geometry in ORCA input format:
```
! wB97M-V def2-TZVPD RIJCOSX def2/J DEFGRID3
* xyz 2 1
C 5.0317 0.6398 -4.6765
C 4.9922 1.1391 -3.3405
H 5.9353 1.0093 -5.2090
H 4.1007 0.9655 -5.1808
H 5.0288 -0.4676 -4.6167
O 5.3293 1.7418 -2.3937
I 2.6881 -0.5513 -2.3636
La 0.6460 -0.8308 -0.4160
P -0.7989 1.6166 -0.0670
C -1.0134 3.0017 1.0468
C -0.0955 2.4283 -1.5514
H -2.5467 0.3917 -1.2474
H -2.8979 2.1594 -1.0763
H -3.1089 1.0390 0.3222
C -2.5134 1.2609 -0.5741
H 0.1360 1.7053 -2.3520
H -0.8519 3.1501 -1.8924
H -1.5716 3.7875 0.5240
H -0.0318 3.3797 1.3517
H 0.8291 2.9573 -1.2750
H -1.5651 2.6775 1.9356
C 0.7742 0.4220 1.8367
O 0.9566 0.8729 2.8939
Cl -1.1144 -2.0236 -1.8922
C -2.5585 -3.0704 1.3525
P -1.2394 -1.8398 1.7061
C -1.7626 -1.3086 3.3652
C 0.1377 -2.9948 2.1438
H -3.5111 -2.5515 1.1799
H -2.6674 -3.7492 2.2108
H -2.3080 -3.6420 0.4496
H -1.9029 -2.1967 4.0005
H -1.0222 -0.6375 3.8225
H -2.7188 -0.7709 3.2766
H -0.2046 -3.6361 2.9671
H 0.3809 -3.6228 1.2718
H 1.0386 -2.4515 2.4675
*
```

For the LUMO energy, the calculation gives -7.57 eV. The calculation puts the HOMO energy at -15.179 eV. The largest force on an atom is 6.44 eV Å⁻¹. As for the HOMO-LUMO gap: 7.61 eV.